[1]
134
Properties=species:S:1:pos:R:3:forces:R:3:lowdin_charge:R:1 method="wB97M-V/def2-TZVPD" energy_ha=-6103.0977 e_lumo_ha=0.021 de_lowest_kcal_mol=0.00
H -2.256 -5.433 -9.768 0.0 0.0 0.0 0.087
P -7.908 -6.702 -0.751 0.0 0.0 -0.1 0.314
O -8.993 -7.815 -1.029 -0.1 0.0 0.0 -0.212
H -0.875 1.261 -2.583 -0.1 0.0 -0.1 0.092
O 2.900 12.000 4.808 -0.1 0.0 0.0 -0.211
H -8.510 -3.386 -1.330 -0.1 0.0 0.0 0.093
C -0.246 0.488 -2.134 0.3 0.1 -0.3 -0.199
H 5.076 3.333 4.971 0.0 0.0 0.0 0.078
H 2.492 -0.015 -4.036 0.0 0.0 0.1 0.085
C 6.067 3.662 1.590 0.0 0.0 0.0 -0.081
P 5.605 1.918 7.581 0.0 0.0 0.0 0.316
H 2.567 0.503 -0.305 0.1 0.1 0.0 0.070
H -4.673 -8.108 -8.440 0.0 0.0 0.0 0.088
H -3.650 -5.696 -0.390 -0.1 -0.1 0.0 0.074
H -4.353 -1.680 -3.350 0.0 -0.1 0.0 0.000
H -0.711 0.252 -1.174 -0.1 -0.2 0.0 0.090
H -4.225 -8.455 -6.756 0.0 0.0 0.0 0.089
Cl -2.668 -4.470 -2.920 0.3 -0.2 0.0 0.673
C 1.949 -0.311 -4.921 0.0 -0.1 -0.5 -0.071
H 3.176 -0.189 8.776 0.0 0.0 0.0 0.090
C 1.122 1.117 -1.811 -0.1 0.3 0.8 -0.444
C 2.097 0.092 -1.196 0.1 0.2 -0.1 -0.067
O -1.872 -1.300 -3.701 0.1 0.0 0.5 -0.321
H -3.096 -4.796 -5.525 0.0 -0.1 0.0 0.033
C -9.807 -8.247 0.073 0.0 0.0 0.0 -0.083
H 4.818 -0.617 9.300 0.0 0.0 0.0 0.088
H 0.574 -5.743 -0.879 -0.1 -0.1 0.0 0.065
H 7.185 1.215 9.599 0.0 0.0 0.0 0.089
O -7.159 -6.816 0.496 0.1 0.0 0.1 -0.219
C 1.705 -4.008 -1.569 0.0 0.0 -0.2 -0.217
H 8.045 -0.139 8.836 0.0 0.0 0.0 0.088
H 0.453 10.203 8.079 0.0 0.0 0.0 0.088
H 1.345 -3.550 -0.650 0.0 0.0 0.1 0.105
C -8.082 -4.138 -0.672 0.0 0.1 0.1 -0.083
H -4.227 -4.783 1.030 -0.2 -0.2 0.0 0.068
C -3.179 -5.682 -10.288 0.0 0.0 -0.1 -0.084
C 2.564 -0.225 -6.161 -0.2 -0.1 0.1 -0.056
H -1.896 -3.165 -1.085 0.3 -0.1 -0.2 0.066
P 3.785 4.770 2.064 0.0 0.1 0.0 0.314
C 1.146 9.772 7.360 -0.1 -0.1 0.0 -0.086
H 3.571 0.149 -6.265 0.1 0.0 0.0 0.101
H -3.079 -8.800 -8.072 0.0 0.0 0.0 0.088
O 3.816 5.501 0.802 -0.1 0.0 -0.1 -0.217
H 2.050 12.738 3.105 0.0 0.0 0.0 0.088
C 1.852 -0.638 -7.280 0.3 0.2 0.0 -0.151
H 4.148 7.661 3.157 0.0 0.0 0.0 0.088
H 0.456 -5.449 -2.617 -0.2 0.0 0.0 0.055
O 5.970 3.298 7.877 0.0 0.1 0.1 -0.210
H 3.490 7.000 4.661 0.1 0.0 0.0 0.075
O -4.327 -5.501 -9.448 0.0 0.0 0.0 -0.204
C 0.644 -0.800 -4.855 -0.2 -0.1 0.4 -0.171
C -3.957 -3.594 -0.747 0.6 -0.6 0.1 -0.824
C -7.540 -6.459 -3.338 0.0 0.0 -0.1 -0.071
N 0.608 -1.095 -7.249 -0.1 -0.1 0.1 0.071
O 3.902 11.289 6.954 0.0 0.0 0.0 -0.200
O -3.187 -4.371 -7.568 0.1 0.0 0.0 -0.205
H -8.614 -6.632 -3.370 0.0 0.0 0.0 0.087
H 2.558 6.866 3.154 0.0 0.0 0.0 0.090
H -4.820 -3.860 -1.350 -0.3 0.3 0.1 0.070
Cl -4.371 -2.193 0.298 -0.1 0.2 -0.1 0.614
O 4.216 5.593 3.348 -0.1 -0.1 0.1 -0.224
H -7.327 -5.422 -3.593 0.0 0.0 0.0 0.091
H 0.668 8.945 6.839 0.0 0.0 0.0 0.090
H 1.419 2.728 3.503 0.0 0.0 0.0 0.091
H -7.019 -4.244 -0.894 0.0 0.0 0.0 0.063
O 6.820 0.887 7.561 0.0 -0.1 0.0 -0.225
H 2.326 -0.591 -8.252 0.0 0.0 -0.1 0.103
C 1.382 -3.043 -2.705 0.2 -0.4 0.3 -0.261
H 1.563 1.579 -2.692 0.0 -0.2 -0.3 0.113
Si -0.300 -1.005 -3.257 -0.2 0.0 0.0 0.397
P 2.954 10.777 5.804 0.0 0.0 0.0 0.322
C -3.068 -3.945 -6.197 0.0 0.1 -0.1 -0.100
H -10.083 -7.408 0.712 0.0 0.0 0.0 0.088
H -2.114 -3.436 -6.093 0.0 0.0 -0.1 0.071
O -3.255 -6.823 -7.584 0.0 0.0 -0.1 -0.223
P -4.179 -5.557 -7.876 0.0 0.0 0.0 0.316
H -0.985 -1.546 -6.030 -0.1 0.0 -0.1 0.084
H 2.789 -4.064 -1.476 0.1 0.0 0.0 0.104
H -3.140 -6.718 -10.626 0.0 0.0 0.0 0.088
O 1.485 10.802 6.418 0.0 0.1 0.1 -0.222
H -3.185 -0.394 -1.716 0.2 0.0 0.1 -0.020
H 1.507 11.101 3.527 0.0 0.0 0.0 0.088
H 1.917 -6.138 -1.930 0.0 -0.1 -0.1 0.066
H 1.567 -0.807 -0.888 0.0 -0.1 0.0 0.069
O -6.997 -6.750 -2.038 0.0 0.0 0.0 -0.210
O 4.555 1.308 8.591 0.0 0.0 0.0 -0.205
H 2.991 3.216 4.162 0.0 0.0 0.0 0.063
H -8.199 -3.830 0.365 0.0 0.0 0.0 0.094
H -3.880 -3.261 -5.957 0.0 0.0 0.0 0.094
O 4.754 3.518 2.158 0.0 0.0 0.0 -0.235
C 4.234 -0.089 8.547 0.0 0.0 0.0 -0.085
H 0.956 1.898 0.218 0.1 0.0 0.1 0.071
C 7.698 0.882 8.696 0.1 0.0 0.0 -0.089
C 2.364 11.773 3.493 0.0 0.0 -0.1 -0.077
H -10.705 -8.690 -0.347 0.0 0.0 0.0 0.088
C -3.581 -4.762 0.160 0.0 0.2 -0.2 -0.134
H 6.471 4.656 1.778 0.0 0.0 0.0 0.092
C 3.559 6.856 3.588 0.0 0.1 0.0 -0.083
C 0.894 2.273 -0.802 -0.3 -0.4 -0.3 -0.073
H 8.546 1.536 8.505 0.0 0.0 0.0 0.091
H 6.573 2.383 5.081 0.0 0.0 0.0 0.093
C 3.542 12.436 7.738 0.0 0.0 0.1 -0.081
H 4.456 12.980 7.959 0.0 0.0 0.0 0.091
H 2.028 9.405 7.885 0.0 0.0 0.0 0.090
O 3.362 9.495 5.238 0.1 -0.1 0.0 -0.207
O 0.177 -2.345 -2.402 0.2 0.3 -0.4 -0.197
Si -3.084 -1.563 -2.603 -0.3 0.1 -0.5 0.506
C 5.486 2.327 5.028 0.0 0.0 0.0 -0.088
H 2.221 -2.359 -2.841 -0.1 0.2 0.0 0.097
C 1.122 -5.418 -1.758 0.1 0.2 0.1 -0.092
O -8.777 -5.373 -0.894 0.0 0.0 -0.1 -0.218
H 1.593 4.301 4.310 0.0 0.0 0.0 0.093
H 6.704 2.919 2.062 0.0 0.0 0.0 0.084
C 0.028 -1.172 -6.052 0.3 0.2 0.0 -0.136
H 4.432 -0.517 7.565 0.0 0.0 0.0 0.086
C -2.807 -3.197 -1.678 -0.6 0.6 0.3 -0.808
H -3.297 -5.027 -11.147 0.0 0.0 0.0 0.090
O 2.365 4.162 2.398 0.0 -0.1 0.0 -0.209
C -3.852 -8.120 -7.722 0.0 0.0 0.1 -0.091
H -0.123 2.647 -0.910 0.0 0.3 -0.1 0.071
H 2.911 -0.181 -1.866 0.0 -0.2 -0.1 0.065
H 6.023 3.484 0.518 0.0 0.0 0.0 0.090
C 2.087 3.569 3.673 -0.1 0.0 0.0 -0.070
H -2.554 -4.646 0.502 0.1 0.1 0.1 0.078
H 1.266 -3.603 -3.635 0.0 0.0 -0.1 0.123
H 5.196 1.763 4.147 -0.1 0.0 0.0 0.087
O 4.943 1.644 6.174 0.0 -0.1 -0.1 -0.210
H 3.084 12.105 8.670 0.0 0.0 0.0 0.089
H -7.046 -7.112 -4.051 0.0 0.0 0.0 0.091
H 3.135 11.350 2.853 0.0 0.0 0.0 0.091
H 1.603 3.082 -0.942 0.1 0.1 0.2 0.079
O -5.455 -5.551 -7.168 -0.1 0.0 0.0 -0.219
H -9.267 -8.988 0.658 0.0 0.0 0.0 0.090
H 2.853 13.088 7.204 0.0 0.0 0.0 0.086

=====

[2]
20
Properties=species:S:1:pos:R:3:forces:R:3:lowdin_charge:R:1 method="wB97M-V/def2-TZVPD" energy_ha=-667.6069 charge=+1 e_lumo_ha=-0.115 smiles=[NH3+]CCNCCS de_lowest_kcal_mol=45.75
H 1.582 -2.488 0.177 -0.9 1.7 -0.1 0.188
H 1.269 1.715 -0.121 -0.4 -0.7 0.6 0.137
H -1.359 1.446 -1.346 -0.4 0.2 -0.1 0.132
C -1.124 0.468 -0.938 -0.3 0.9 0.7 -0.265
N 0.240 0.147 -1.222 2.8 -0.5 -1.0 -0.114
N 0.953 -1.641 0.331 0.2 -1.7 -0.1 0.088
H 2.691 -0.428 1.112 -1.1 -0.5 -1.3 0.150
H -0.895 -0.188 1.283 0.0 0.8 -1.4 0.048
H 2.366 0.654 -0.902 -1.7 -0.2 -0.2 0.147
H 0.484 0.339 -2.208 -0.4 -0.4 0.8 0.165
H 0.246 -1.975 0.994 0.4 0.2 0.0 0.140
H 0.326 -1.217 -0.598 1.5 0.0 0.2 0.160
H -3.665 0.796 0.087 -0.5 0.4 -0.6 -0.155
S -3.072 0.353 1.168 0.0 -0.5 0.0 0.751
C 1.354 0.641 -0.369 1.6 0.7 -1.0 -0.159
C -1.363 0.543 0.552 -0.5 1.3 2.6 -0.575
C 1.610 -0.371 0.767 0.2 0.3 2.4 -0.173
H 1.167 -0.110 1.753 -0.2 0.1 -0.9 0.120
H -1.692 -0.279 -1.447 -0.8 -0.5 -0.1 0.119
H -1.119 1.593 0.928 0.3 -1.5 -0.6 0.096